# 1
This record from the Open Molecules 2025 dataset describes a 2-piece molecular cluster, CHO2S2 overall in a non-equilibrium geometry. The level of theory is ωB97M-V with the def2-TZVPD basis set.

Each line ends with the Mulliken charge.
CARTESIAN COORDINATES (ANGSTROEM)
C: -0.570 0.471 -0.286  -0.20
O: 1.324 -1.653 0.594  -0.51
O: 0.134 -0.162 -1.253  -0.17
S: -1.928 1.414 -0.307  -0.41
S: 0.022 -1.296 0.034  0.34
H: 1.018 1.226 1.217  -0.05

## Properties
LUMO energy (spin up / spin down): 3.54 / 3.52 eV
gap between HOMO and LUMO (spin up / spin down): 6.065 / 7.318 eV
charge: -1
energy relative to the best compared isomer or geometry (same formula, charge and spin): 540.2 kJ/mol

=====

# 2
This record from the Open Molecules 2025 dataset describes a 2-piece molecular cluster, CHO2S2 overall in a non-equilibrium geometry. The level of theory is ωB97M-V with the def2-TZVPD basis set.

Each line ends with the Mulliken charge.
CARTESIAN COORDINATES (ANGSTROEM)
C: -0.528 0.274 -0.784  0.65
O: 0.341 -0.667 0.699  -0.45
O: -0.720 1.256 -0.133  -0.44
S: -0.538 -0.622 -2.057  -0.46
S: 0.298 0.402 1.995  -0.60
H: 1.148 -0.642 0.280  0.30

## Properties
LUMO energy: 3.29 eV
gap between HOMO and LUMO: 5.755 eV
charge: -1
energy relative to the best compared isomer or geometry (same formula, charge and spin): 222.9 kJ/mol

=====

# 3
This record from the Open Molecules 2025 dataset describes an isolated ion of composition CHO2S2 and charge -1. The level of theory is ωB97M-V with the def2-TZVPD basis set.

Each line ends with the Mulliken charge.
CARTESIAN COORDINATES (ANGSTROEM)
O: -0.820 -2.240 0.536  -0.58
S: 0.525 -2.505 -0.067  0.07
O: 1.344 -0.917 -0.409  -0.30
C: 0.795 0.245 -0.367  0.01
S: 1.476 1.609 -1.004  -0.43
H: -0.234 0.308 0.009  0.24

## Properties
LUMO energy: 3.61 eV
gap between HOMO and LUMO: 6.234 eV
charge: -1
SMILES string: [O-]SOC=S
energy relative to the best compared isomer or geometry (same formula, charge and spin): 174.7 kJ/mol

=====

# 4
This record from the Open Molecules 2025 dataset describes an isolated ion of composition CHO3S2 and charge -1 in a non-equilibrium geometry. The level of theory is ωB97M-V with the def2-TZVPD basis set.

Each line ends with the Mulliken charge.
CARTESIAN COORDINATES (ANGSTROEM)
O: 0.739 -0.829 1.675  -0.62
S: 0.601 -0.524 0.253  1.09
O: 1.713 0.204 -0.410  -0.64
O: 0.218 -1.664 -0.578  -0.63
C: -0.778 0.645 -0.136  -0.14
S: -2.028 1.498 0.480  -0.29
H: -0.465 0.670 -1.285  0.24

## Properties
LUMO energy: 3.13 eV
gap between HOMO and LUMO: 8.171 eV
charge: -1
SMILES string: O=S(=O)([O-])C=S
energy relative to the best compared isomer or geometry (same formula, charge and spin): 15.4 kJ/mol

=====

# 5
This record from the Open Molecules 2025 dataset describes an isolated ion of composition CHO4PS and charge -2 in a non-equilibrium geometry. The level of theory is ωB97M-V with the def2-TZVPD basis set.

Each line ends with the Mulliken charge.
CARTESIAN COORDINATES (ANGSTROEM)
O: 2.278 -0.890 0.425  -0.80
P: 1.280 0.188 -0.096  0.91
O: 1.242 0.505 -1.574  -0.71
O: 1.034 1.305 0.818  -0.67
O: -0.422 -1.023 0.063  -0.36
C: -1.371 -0.264 0.153  -0.03
S: -3.002 -0.704 0.159  -0.54
H: -1.039 0.882 0.052  0.19

## Properties
LUMO energy: 5.65 eV
gap between HOMO and LUMO: 6.273 eV
charge: -2
SMILES string: O=P([O-])([O-])OC=S
energy relative to the best compared isomer or geometry (same formula, charge and spin): 19.9 kJ/mol

=====

# 6
This record from the Open Molecules 2025 dataset describes a 2-piece molecular cluster, CHO4S overall in a non-equilibrium geometry. The level of theory is ωB97M-V with the def2-TZVPD basis set.

Each line ends with the Mulliken charge.
CARTESIAN COORDINATES (ANGSTROEM)
C: 2.802 0.582 -0.044  0.14
O: -1.830 1.175 -0.429  -0.61
O: 2.822 -0.526 0.306  -0.14
O: -1.586 -1.207 -0.905  -0.59
O: -1.201 -0.366 1.422  -0.55
S: -1.234 -0.085 -0.001  0.77
H: 0.228 0.427 -0.349  -0.03

## Properties
LUMO energy: 3.76 eV
gap between HOMO and LUMO: 8.782 eV
charge: -1
energy relative to the best compared isomer or geometry (same formula, charge and spin): 96.4 kJ/mol

=====

# 7
This record from the Open Molecules 2025 dataset describes a 2-piece molecular cluster, CIN4 overall in a non-equilibrium geometry. The level of theory is ωB97M-V with the def2-TZVPD basis set.

Each line ends with the Mulliken charge.
CARTESIAN COORDINATES (ANGSTROEM)
C: 0.792 -0.148 0.372  0.32
N: 0.360 1.078 0.169  -0.34
N: 0.002 -1.158 0.067  -0.37
N: -0.824 0.819 -0.314  -0.30
N: -1.035 -0.502 -0.375  -0.29
I: 4.763 -0.005 -0.022  -0.03

## Properties
LUMO energy (spin up / spin down): 2.97 / -0.64 eV
gap between HOMO and LUMO (spin up / spin down): 7.457 / 3.776 eV
spin multiplicity: 3
charge: -1

=====

# 8
This record from the Open Molecules 2025 dataset describes CIOS as an isolated structure in a non-equilibrium geometry. The level of theory is ωB97M-V with the def2-TZVPD basis set.

Each line ends with the Mulliken charge.
CARTESIAN COORDINATES (ANGSTROEM)
C: 0.279 0.136 -0.019  0.22
O: 0.716 1.255 0.054  -0.51
S: 0.915 -1.489 -0.013  -0.45
I: -1.910 0.097 -0.021  -0.27

## Properties
LUMO energy: 3.28 eV
gap between HOMO and LUMO: 6.959 eV
charge: -1
energy relative to the best compared isomer or geometry (same formula, charge and spin): 85.8 kJ/mol

=====

# 9
This record from the Open Molecules 2025 dataset describes CLiNaO3 as an isolated structure in a non-equilibrium geometry. The level of theory is ωB97M-V with the def2-TZVPD basis set.

Each line ends with the Mulliken charge.
CARTESIAN COORDINATES (ANGSTROEM)
Na: -0.700 1.878 3.362  0.97
O: -0.869 -0.585 1.891  0.04
O: 0.809 0.196 -1.678  0.34
O: 0.293 -1.047 -1.771  -0.54
C: 0.819 1.344 -1.720  0.23
Li: -0.353 -1.785 -0.083  0.96

## Properties
LUMO energy (spin up / spin down): -13.51 / -13.49 eV
gap between HOMO and LUMO (spin up / spin down): 6.019 / 6.035 eV
charge: +2

=====

# 10
This record from the Open Molecules 2025 dataset describes a 2-piece molecular cluster, CN2O2 overall in a non-equilibrium geometry. The level of theory is ωB97M-V with the def2-TZVPD basis set.

Each line ends with the Mulliken charge.
CARTESIAN COORDINATES (ANGSTROEM)
C: 1.268 0.251 -0.029  0.13
N: -1.905 0.094 0.287  -0.12
N: -1.812 -0.831 -0.299  -0.07
O: 1.188 -0.831 -0.341  0.09
O: 1.261 1.317 0.382  -0.03

## Properties
LUMO energy (spin up / spin down): -0.12 / -7.73 eV
gap between HOMO and LUMO (spin up / spin down): 3.922 / 4.748 eV
spin multiplicity: 3
energy relative to the best compared isomer or geometry (same formula, charge and spin): 334.3 kJ/mol

=====

# 11
This record from the Open Molecules 2025 dataset describes one molecule with the formula CN2O2S in a non-equilibrium geometry. The level of theory is ωB97M-V with the def2-TZVPD basis set.

Each line ends with the Mulliken charge.
CARTESIAN COORDINATES (ANGSTROEM)
S: 2.384 0.024 -0.078  -0.25
C: 0.696 0.053 0.136  0.34
O: -0.209 1.126 0.074  -0.14
N: -1.532 0.532 -0.123  0.08
N: -1.388 -0.717 -0.095  0.05
O: 0.049 -1.019 0.086  -0.08

## Properties
LUMO energy: -0.81 eV
gap between HOMO and LUMO: 8.694 eV
SMILES string: S=c1onno1
energy relative to the best compared isomer or geometry (same formula, charge and spin): 387.5 kJ/mol

=====

# 12
This record from the Open Molecules 2025 dataset describes CN2O3 as an isolated structure. The level of theory is ωB97M-V with the def2-TZVPD basis set.

Each line ends with the Mulliken charge.
CARTESIAN COORDINATES (ANGSTROEM)
O: 2.030 0.125 -0.054  -0.41
C: 0.898 -0.199 -0.018  0.67
O: 0.129 -1.175 0.024  -0.39
N: -1.580 -0.514 0.053  0.03
N: -1.317 0.625 0.018  0.35
O: -0.161 1.139 -0.023  -0.25

## Properties
LUMO energy: -1.31 eV
gap between HOMO and LUMO: 10.423 eV
energy relative to the best compared isomer or geometry (same formula, charge and spin): 255.6 kJ/mol